Entry 1:
C27H21N2 | ωB97M-V/def2-TZVPD

Each line ends with the Löwdin charge.
Cartesian coordinates (Å):
C1 0.222 0.087 1.516  0.081
C2 -1.221 -0.006 1.671  -0.119
C3 -2.097 1.029 1.303  -0.013
C4 -3.425 0.992 1.661  -0.039
C5 -3.916 -0.074 2.394  -0.029
C6 -3.086 -1.118 2.752  -0.039
C7 -1.763 -1.090 2.385  0.005
C8 1.112 -1.044 1.619  -0.118
C9 2.396 -0.591 2.001  -0.082
C10 3.414 -1.511 2.243  0.024
C11 3.161 -2.858 2.053  -0.024
C12 1.911 -3.300 1.632  -0.044
C13 0.882 -2.412 1.422  0.006
C14 2.348 0.865 2.054  -0.082
C15 1.034 1.271 1.705  -0.082
C16 0.720 2.637 1.685  0.030
C17 1.697 3.557 1.990  -0.042
C18 2.980 3.151 2.344  -0.024
C19 3.314 1.810 2.386  0.022
H1 -1.722 1.858 0.734  0.101
H2 -4.083 1.800 1.384  0.120
H3 -4.947 -0.085 2.702  0.119
H4 -3.465 -1.936 3.346  0.120
H5 -1.105 -1.872 2.718  0.108
H6 4.382 -1.175 2.571  0.120
H7 3.942 -3.580 2.230  0.119
H8 1.751 -4.351 1.458  0.116
H9 -0.080 -2.760 1.088  0.124
H10 -0.271 2.970 1.443  0.105
H11 1.469 4.609 1.956  0.116
H12 3.719 3.895 2.597  0.120
H13 4.301 1.495 2.675  0.121
C20 2.045 -1.370 -2.470  -0.011
C21 0.760 -0.792 -2.925  -0.362
N1 -0.082 -0.183 -2.120  0.145
C22 -1.135 0.208 -2.892  -0.245
C23 -0.916 -0.186 -4.232  -0.189
C24 -1.870 0.110 -5.217  -0.023
C25 -3.004 0.786 -4.850  -0.091
C26 -3.222 1.179 -3.519  -0.093
C27 -2.307 0.895 -2.544  -0.027
N2 0.304 -0.828 -4.235  0.157
H14 2.191 -1.189 -1.404  0.066
H15 2.064 -2.447 -2.633  0.084
H16 2.881 -0.923 -3.006  0.084
H17 -1.706 -0.192 -6.235  0.106
H18 -3.745 1.020 -5.596  0.103
H19 -4.126 1.710 -3.267  0.100
H20 -2.466 1.178 -1.521  0.081
H21 0.761 -1.241 -5.052  0.176

Values from the calculation:
Total charge: +1
HOMO energy (eV): -10.48
Energy above the lowest of the compared OMol25 structures with the same formula, charge and spin (kcal/mol): 12.7
E_tot (eV): -31314.1677
Gap between HOMO and LUMO (hartree): 0.17220
Max |F| (eV/Å): 1.43
E_LUMO (eV): -5.79

Entry 2:
H16LiO8 | ωB97M-V/def2-TZVPD

Each line ends with the Löwdin charge.
Cartesian coordinates (Å):
Li1 6.175 15.127 7.297  0.691
O1 4.298 14.699 8.228  -0.078
H1 4.503 14.032 8.895  0.077
H2 3.390 14.927 8.409  0.085
O2 8.006 15.307 6.477  -0.091
H3 8.269 15.909 7.126  0.002
H4 8.564 14.479 6.611  0.113
O3 3.227 12.909 6.408  -0.080
H5 2.705 12.495 7.109  0.045
H6 3.748 13.631 6.855  -0.016
O4 5.486 17.191 7.216  -0.090
H7 5.476 17.864 6.466  0.106
H8 4.550 17.148 7.399  0.040
O5 5.390 14.879 5.323  -0.088
H9 5.487 13.951 5.055  0.087
H10 4.853 15.286 4.620  0.103
O6 7.495 15.617 9.076  -0.073
H11 7.360 14.827 9.616  0.062
H12 6.832 16.313 9.310  0.082
O7 6.696 17.017 4.340  -0.053
H13 7.668 16.972 4.467  0.062
H14 6.382 16.266 4.811  -0.074
O8 6.526 13.030 7.710  -0.052
H15 7.190 12.540 8.194  0.075
H16 6.140 12.405 7.101  0.064

Values from the calculation:
Total charge: +1
HOMO energy (eV): -14.06
Energy above the lowest of the compared OMol25 structures with the same formula, charge and spin (kcal/mol): 10.7
E_tot (eV): -16841.6045
Gap between HOMO and LUMO (hartree): 0.38444
Max |F| (eV/Å): 3.60
E_LUMO (eV): -3.60